Here is one molecule with the formula C3H7N3O2 at a distorted geometry from OMol25. Energies are from ωB97M-V/def2-TZVPD.

CARTESIAN COORDINATES (ANGSTROEM)
C -1.5437 -0.3299 0.4775
C 0.7093 0.1786 -0.3814
C -0.4244 0.6327 0.5296
N -1.8619 -0.8309 -0.6631
N 1.8910 0.9304 -0.2333
O 0.8390 -1.2290 0.6093
N -0.5037 1.6358 1.2917
O 0.3505 -0.1353 -1.5905
H 1.0356 -1.9254 -0.0317
H -2.1198 -0.5012 1.3821
H -2.5975 -1.5240 -0.7218
H -0.9771 -0.6162 -1.4338
H 2.3885 0.6869 0.6135
H 2.4786 0.8138 -1.0489
H 0.3356 2.2137 1.2008

DFT total energy: -433.20067 Eh
Frontier orbital gap: 8.9 eV
Energy relative to the best compared isomer or geometry (same formula, charge and spin): 320.57 kJ/mol
HOMO energy: -0.338 Ha

natural (NBO) population analysis, charges in e, atoms 1 to 5: C 0.263; C 0.636; C 0.162; N -0.644; N -0.860

Here is one molecule with the formula C3H7N3O2S at a distorted geometry from OMol25. Energies are from ωB97M-V/def2-TZVPD.

CARTESIAN COORDINATES (ANGSTROEM)
C -1.3177 -0.9944 1.4882
C -0.4144 -1.0330 0.2288
C 1.5429 0.0384 -2.1400
N -1.2861 0.2607 2.0241
N -0.4051 1.1529 1.5129
N -0.1889 0.2813 -0.2293
O -1.9477 -1.9193 1.9202
O 1.3026 2.2456 -0.6989
S 1.4203 0.8245 -0.4497
H 0.5028 -1.5757 0.5092
H -0.9681 -1.6122 -0.5182
H 2.2838 -0.7542 -2.0972
H 1.8622 0.8219 -2.8192
H 0.5819 -0.3567 -2.4517
H -2.1313 0.5842 2.4858
H -0.8373 2.0360 1.2349

DFT total energy: -831.30494 Eh
Frontier orbital gap (alpha / beta): 8.5 / 8.5 eV
Energy relative to the best compared isomer or geometry (same formula, charge and spin): 223.98 kJ/mol
HOMO energy (alpha / beta): -0.327 / -0.327 Ha

natural (NBO) population analysis, charges in e, atoms 1 to 5: C 0.674; C -0.388; C -0.830; N -0.480; N -0.299

Here is one molecule with the formula C3H7N3OS at a distorted geometry from OMol25. Energies are from ωB97M-V/def2-TZVPD.

CARTESIAN COORDINATES (ANGSTROEM)
H -0.2588 1.6180 0.0021
N -1.2402 1.3167 0.0166
C -1.4400 0.0517 0.0396
C -0.3378 -1.0331 0.0956
N 0.9407 -0.6143 -0.4591
C 2.0048 -0.3981 0.3689
S 3.4079 0.4003 -0.0366
N -2.7170 -0.4723 0.0809
O -3.7883 0.3603 -0.0013
H -0.1556 -1.3763 1.1122
H -0.7000 -1.8752 -0.4754
H 1.0669 -0.3781 -1.4093
H 1.8314 -0.6484 1.4186
H -2.8549 -1.2062 -0.6287
H -3.3948 1.2465 0.0839

SMILES: [H]/N=C(\CNC=S)NO
DFT total energy: -756.13553 Eh
Frontier orbital gap: 9.1 eV
Energy relative to the best compared isomer or geometry (same formula, charge and spin): 259.36 kJ/mol
HOMO energy: -0.321 Ha

natural (NBO) population analysis, charges in e, atoms 1 to 5: H 0.372; N -0.745; C 0.390; C -0.279; N -0.577

Here is a 2-piece molecular cluster, C3H7N3OS overall at a distorted geometry from OMol25. Energies are from ωB97M-V/def2-TZVPD.

CARTESIAN COORDINATES (ANGSTROEM)
C -0.1369 -0.0548 -0.0844
C -0.4337 1.3966 0.3718
C 1.8248 -1.6711 0.5024
H -2.4872 -1.4377 -1.6725
H -2.5180 0.8407 -0.9392
H -1.1521 1.7434 -0.3885
H -0.9996 1.0662 1.3153
H 1.2072 2.3009 -0.0985
H 1.6037 0.0402 1.5082
H 2.5087 -1.9080 1.4169
N -1.9509 -0.3171 -1.5861
N -0.7400 -0.8324 -0.8839
N 1.1731 -0.4693 0.5364
O 0.6352 2.1849 0.6363
S 1.4659 -2.8826 -0.6342

DFT total energy: -755.98368 Eh
Frontier orbital gap: 7.9 eV
Energy relative to the best compared isomer or geometry (same formula, charge and spin): 658.03 kJ/mol
HOMO energy: -0.290 Ha

natural (NBO) population analysis, charges in e, atoms 1 to 5: C 0.349; C -0.116; C -0.073; H 0.418; H 0.312

Here is C3H7N3OS as an isolated structure at a distorted geometry from OMol25. Energies are from ωB97M-V/def2-TZVPD.

CARTESIAN COORDINATES (ANGSTROEM)
C -0.7396 -0.8858 1.4251
C -0.9010 0.8939 -0.3357
C 0.1281 0.1072 -1.0321
H -1.2712 -0.5712 2.3248
H -1.1686 -1.8467 0.9650
H 0.4578 -0.7077 1.5655
H -1.5570 1.0804 1.8413
H -0.2193 -1.7404 -0.4166
H 1.3137 1.9183 -1.3095
H 2.2170 -0.7790 -1.3792
N -1.3188 0.2907 0.8136
N 0.4912 -1.2793 -1.0105
N 1.2252 0.8695 -1.2844
O 2.4707 0.2182 -1.4321
S -1.1283 2.4319 -0.7352

DFT total energy: -756.00623 Eh
Frontier orbital gap: 8.1 eV
Energy relative to the best compared isomer or geometry (same formula, charge and spin): 598.83 kJ/mol
HOMO energy: -0.320 Ha

natural (NBO) population analysis, charges in e, atoms 1 to 5: C -0.437; C 0.017; C 0.322; H 0.214; H 0.212

Here is one molecule with the formula C3H7N3OS at a distorted geometry from OMol25. Energies are from ωB97M-V/def2-TZVPD.

CARTESIAN COORDINATES (ANGSTROEM)
H 0.0690 -2.4552 -1.4614
N 0.5901 -1.7393 -0.9842
C -0.1309 -0.8715 -0.4044
N -1.5041 -0.8903 -0.2804
S -2.4351 0.1431 0.6532
C 0.6116 0.3095 0.2337
C 1.5753 -0.0368 1.3364
N 0.6427 1.5078 -0.2190
O -0.3778 1.6953 -1.1790
H -2.0539 -1.2195 -1.0557
H -2.2748 1.2813 -0.0868
H 2.2771 0.7963 1.5203
H 2.2165 -0.8723 1.0845
H 1.0426 -0.2586 2.2660
H -0.2482 2.6101 -1.4233

SMILES: [H]/N=C(NS)/C(C)=N\O
DFT total energy: -756.12571 Eh
Frontier orbital gap: 10.0 eV
Energy relative to the best compared isomer or geometry (same formula, charge and spin): 285.14 kJ/mol
HOMO energy: -0.343 Ha

natural (NBO) population analysis, charges in e, atoms 1 to 5: H 0.342; N -0.659; C 0.398; N -0.781; S 0.185

Q: Look up the DFT total energy of the fourth one.
A: -755.98368 Eh

What did the first record say?
Here is one molecule with the formula C3H7N3O2 at a distorted geometry from OMol25. Energies are from ωB97M-V/def2-TZVPD.

CARTESIAN COORDINATES (ANGSTROEM)
C -1.5437 -0.3299 0.4775
C 0.7093 0.1786 -0.3814
C -0.4244 0.6327 0.5296
N -1.8619 -0.8309 -0.6631
N 1.8910 0.9304 -0.2333
O 0.8390 -1.2290 0.6093
N -0.5037 1.6358 1.2917
O 0.3505 -0.1353 -1.5905
H 1.0356 -1.9254 -0.0317
H -2.1198 -0.5012 1.3821
H -2.5975 -1.5240 -0.7218
H -0.9771 -0.6162 -1.4338
H 2.3885 0.6869 0.6135
H 2.4786 0.8138 -1.0489
H 0.3356 2.2137 1.2008

DFT total energy: -433.20067 Eh
Frontier orbital gap: 8.9 eV
Energy relative to the best compared isomer or geometry (same formula, charge and spin): 320.57 kJ/mol
HOMO energy: -0.338 Ha

natural (NBO) population analysis, charges in e, atoms 1 to 5: C 0.263; C 0.636; C 0.162; N -0.644; N -0.860

Q: The lowest energy relative to the best compared isomer or geometry (same formula, charge and spin) belongs to which entry?
A: C3H7N3O2S